(1)
65
Properties=species:S:1:pos:R:3:lowdin_charge:R:1 method="wB97M-V/def2-TZVPD" lumo_ev=-1.2 relative_energy_kcal_mol=7.6 fmax_ev_per_a=0.38 total_energy_ha=-12102.303484 orbital_gap_ev=5.2
Mo 0.11106 0.03327 -0.44782 1.125
Se 2.28549 -3.03369 -1.56389 0.639
Se -0.46732 0.16592 -2.99503 0.777
C 1.41237 0.22072 -3.05339 -0.702
C 2.21337 0.28686 -4.18906 -0.087
C 3.58067 0.34544 -4.01662 -0.055
C 4.11474 0.33989 -2.72984 -0.058
C 3.25067 0.24925 -1.66392 -0.182
N 1.92811 0.18612 -1.82240 -0.141
C 0.42887 -3.17830 -1.44673 -0.741
C -0.11368 -4.46192 -1.72254 -0.147
C -1.45875 -4.66479 -1.83103 -0.075
C -2.31100 -3.57174 -1.65400 -0.080
C -1.75295 -2.37098 -1.32531 -0.287
N -0.42092 -2.14715 -1.17029 -0.161
H 1.76029 0.28897 -5.17018 0.107
H 4.23482 0.39847 -4.87765 0.111
H 5.18129 0.38473 -2.56265 0.106
H 3.61512 0.21771 -0.64384 0.102
H 0.59139 -5.26441 -1.87822 0.078
H -1.85261 -5.64633 -2.06464 0.106
H -3.38361 -3.65009 -1.75872 0.103
H -2.39232 -1.51346 -1.18315 0.017
Se -2.53178 3.58833 0.38881 -0.280
Te -2.44518 3.94741 2.89256 0.215
Te -4.75335 4.11606 1.50115 0.225
Se -1.96022 0.17548 0.75969 0.259
S -1.92738 -1.75767 1.86674 0.542
C -0.23409 -2.15860 1.83150 -0.707
C 0.15821 -3.22787 2.63643 -0.104
C 1.49583 -3.55916 2.72647 -0.051
C 2.42113 -2.82166 2.01107 -0.081
C 1.95908 -1.81076 1.19418 -0.258
N 0.66063 -1.46381 1.09898 -0.128
H -0.59366 -3.76517 3.19717 0.104
H 1.81014 -4.38167 3.35621 0.115
H 3.47621 -3.05142 2.03140 0.116
H 2.64016 -1.22419 0.60329 0.045
C -0.87428 3.50679 -2.66474 -0.110
C 0.33045 3.35058 -1.78487 -0.351
C 1.35968 4.28104 -1.85580 -0.028
C 2.43871 4.17777 -0.99307 -0.042
C 2.47854 3.16153 -0.05766 -0.039
C 1.40517 2.27378 -0.02505 -0.479
N 0.36381 2.36763 -0.87632 0.025
N 1.27150 1.16591 0.77682 -0.212
Si 1.81536 1.28432 2.46466 0.436
C 3.63783 0.86528 2.64429 -0.159
C 0.81526 0.25069 3.65001 -0.153
C 1.52243 3.06154 3.00513 -0.163
H -1.33282 4.47942 -2.47284 0.075
H -1.60122 2.72321 -2.48267 0.015
H -0.58791 3.47000 -3.71658 0.085
H 1.29628 5.08508 -2.57639 0.116
H 3.25215 4.89012 -1.05360 0.113
H 3.32604 3.03401 0.59937 0.100
H 3.79034 -0.21107 2.74114 0.019
H 4.03252 1.33367 3.55029 0.037
H 4.24070 1.21471 1.80254 0.021
H 1.11006 -0.79736 3.68017 0.022
H -0.25665 0.31416 3.44740 0.019
H 0.98575 0.66641 4.64828 0.043
H 2.25432 3.77890 2.63833 0.029
H 1.53434 3.10094 4.09761 0.038
H 0.53204 3.39134 2.67677 -0.024

=====

(2)
59
Properties=species:S:1:pos:R:3:lowdin_charge:R:1 method="wB97M-V/def2-TZVPD" lumo_ev=0.2 relative_energy_kcal_mol=607.9 fmax_ev_per_a=18.87 total_energy_ha=-1470.362653 orbital_gap_ev=8.5
C -0.28585 -0.80433 2.46009 0.062
H -0.37381 -1.77053 2.85590 0.067
O 0.96979 -0.91178 1.55982 0.009
C 1.27639 -0.01305 0.75681 -0.396
C 0.68192 1.10130 0.60754 -0.045
C 1.07683 2.16545 -0.06887 -0.199
C 2.12635 1.84240 -0.76547 -0.093
C 2.77778 0.73263 -1.03154 0.020
C 2.25427 -0.25099 -0.16800 -0.066
O 2.81962 -1.59515 0.00463 0.047
C 3.88786 -1.69002 -0.68406 -0.350
C 5.06654 -1.06641 -0.34701 -0.209
C 5.45982 -0.77409 0.85962 -0.170
O 6.69430 0.02262 0.97960 -0.013
N 7.21978 -0.29683 -0.40069 0.156
C 6.28805 -0.96030 -0.87199 -0.381
C 6.67529 -1.49393 -2.34493 0.048
H 5.87350 -0.94080 -2.99280 0.104
H 7.73917 -0.89065 -2.73826 0.171
H 6.55049 -2.36728 -2.37840 -0.078
C 4.59589 -0.45470 2.12513 -0.022
H 3.77621 -1.14047 2.43026 0.057
H 4.12769 0.62884 2.27862 0.113
H 5.24059 -0.44438 3.25165 0.145
H 4.06176 -2.79519 -0.77127 0.178
H 3.88742 -1.71068 -1.79185 0.150
H 3.65288 0.33264 -1.55349 0.127
H 2.63642 2.89705 -1.61967 0.231
C 0.44900 3.57587 -0.04790 -0.412
O 1.22820 4.58827 -0.15460 -0.009
N -0.82156 3.79660 -0.12831 0.165
C -1.81337 2.63307 -0.30062 -0.301
C -1.60470 1.64462 -1.04960 -0.010
C -2.58836 0.45865 -1.13820 0.067
C -3.71868 0.52151 -0.27530 -0.160
C -3.80247 1.87695 0.62527 -0.015
C -2.88731 2.69717 0.46326 -0.154
H -3.05562 3.53330 1.58797 0.224
H -4.71095 1.75788 1.26940 0.121
N -4.70709 -0.33869 -0.14122 -0.116
C -4.20605 -1.78324 -0.76055 0.007
H -3.36751 -1.86837 -0.55873 -0.041
C -5.21012 -2.87124 -0.25136 -0.148
H -5.01392 -3.90682 -0.79348 0.171
O -6.59734 -2.49723 -0.39964 -0.066
C -6.62381 -1.41400 0.32211 -0.330
C -5.93146 -0.29431 -0.25248 -0.355
H -6.11020 0.59071 0.27291 0.109
H -6.30987 0.01475 -1.44777 0.206
H -7.98755 -1.13178 0.29329 0.218
H -6.48255 -1.38329 1.35014 0.107
H -4.76842 -2.91139 0.71342 0.108
H -4.33895 -1.58738 -2.09387 0.221
H -2.35490 -0.28977 -1.73407 0.032
H -0.67260 1.51682 -1.62318 0.140
H -1.14809 4.71941 0.26714 0.183
H -0.17386 1.46221 1.36168 0.184
H -0.25314 -0.03390 3.19643 0.072
H -1.17371 -0.42778 1.78647 0.117

=====

(3)
60
Properties=species:S:1:pos:R:3:lowdin_charge:R:1 method="wB97M-V/def2-TZVPD" lumo_ev=-0.6 relative_energy_kcal_mol=83.4 fmax_ev_per_a=0.94 total_energy_ha=-1546.421684 orbital_gap_ev=7.6 smiles="COc1ccc(/C(O)=C2/C(=O)C(=O)N(CCN3CCOCC3)[C@@H]2c2cccnc2)cc1OC"
C 7.35840 1.43856 0.85088 -0.065
H 7.47900 0.67535 1.62163 0.096
O 6.01476 1.85668 0.73604 -0.054
C 5.02308 1.00632 0.38783 -0.186
C 3.76471 1.60409 0.30683 0.023
C 2.62974 0.89479 -0.01593 -0.004
C 2.72164 -0.46801 -0.28159 -0.127
C 3.98244 -1.07281 -0.23121 0.057
C 5.12846 -0.37329 0.10141 -0.174
O 6.36414 -0.95862 0.16669 -0.111
C 6.48391 -2.32559 -0.14855 -0.071
H 6.16277 -2.53232 -1.17369 0.101
H 5.91579 -2.95096 0.54677 0.100
H 7.54477 -2.55086 -0.05004 0.097
H 4.03622 -2.12539 -0.45275 0.112
C 1.58188 -1.31703 -0.62192 -0.174
C 0.27982 -1.14063 -0.21502 -0.049
C -0.69214 -2.17691 -0.43942 -0.238
O -0.54456 -3.18680 -1.12726 0.094
C -1.88787 -1.85304 0.42752 -0.372
O -2.87899 -2.52321 0.62124 0.102
N -1.61745 -0.66354 1.02066 0.008
C -2.43255 -0.12983 2.07866 -0.093
H -1.77055 0.28019 2.84824 0.128
H -2.98702 -0.97406 2.49832 0.125
C -3.44255 0.97917 1.68379 -0.155
N -4.58009 0.61797 0.88314 -0.160
C -4.35513 0.41515 -0.53426 -0.157
C -5.71879 0.45472 -1.22982 -0.194
O -6.57763 -0.54162 -0.73312 -0.127
C -6.74861 -0.41001 0.65862 -0.194
C -5.40870 -0.45944 1.39655 -0.161
H -5.57342 -0.30833 2.46531 0.128
H -4.94625 -1.44430 1.22749 0.114
H -7.39081 -1.23699 0.96541 0.124
H -7.24668 0.54675 0.88162 0.125
H -5.61459 0.26342 -2.29931 0.124
H -6.16864 1.44810 -1.07498 0.127
H -3.72373 1.21839 -0.92012 0.111
H -3.88550 -0.55731 -0.74613 0.119
H -3.83164 1.37853 2.62737 0.123
H -2.91769 1.78706 1.16841 0.105
C -0.35909 -0.05776 0.61260 -0.178
C -0.64284 1.19796 -0.18721 -0.185
C -0.53184 2.46194 0.38724 -0.133
N -0.80965 3.58238 -0.25123 0.075
C -1.21791 3.50552 -1.50607 -0.141
C -1.36801 2.30282 -2.18075 -0.047
C -1.07822 1.12866 -1.50564 -0.014
H -1.18981 0.17041 -1.99242 0.129
H -1.70715 2.28261 -3.20439 0.107
H -1.43399 4.45057 -1.98528 0.105
H -0.19781 2.57775 1.41164 0.124
H 0.23561 0.19940 1.50079 0.164
O 1.89807 -2.39902 -1.32497 0.111
H 1.07543 -2.95459 -1.45055 0.099
H 1.69260 1.41401 -0.10414 0.091
H 3.71125 2.66247 0.50615 0.126
H 7.90774 2.33519 1.13699 0.095
H 7.74568 1.06043 -0.09673 0.096

=====

(4)
60
Properties=species:S:1:pos:R:3:lowdin_charge:R:1 method="wB97M-V/def2-TZVPD" lumo_ev=0.5 relative_energy_kcal_mol=5.8 fmax_ev_per_a=1.21 total_energy_ha=-1464.603473 orbital_gap_ev=8.8 smiles="CC(C)CCNC(=O)CCC(=O)NNc1nc2ccccc2c2nc(-c3ccccc3)nn12"
C -6.50099 -1.60687 -1.88148 -0.076
H -6.57991 -0.70756 -2.48734 0.081
H -7.08410 -2.39210 -2.35702 0.077
H -5.46135 -1.92312 -1.86555 0.074
C -7.01857 -1.35317 -0.46739 -0.436
C -6.82423 -2.59341 0.40310 -0.080
H -5.78108 -2.89875 0.41938 0.068
H -7.14900 -2.40505 1.42415 0.078
H -7.40866 -3.42078 0.00766 0.077
C -6.38396 -0.10364 0.15960 -0.165
C -4.86450 -0.17967 0.31352 -0.189
N -4.33338 1.03229 0.89876 0.069
C -3.55967 1.89785 0.22128 -0.477
O -3.23346 1.72412 -0.93946 0.038
C -3.14357 3.11487 1.03878 -0.088
H -2.66497 2.77875 1.96142 0.131
C -2.20295 4.05127 0.27321 -0.092
C -0.78909 3.49642 0.25003 -0.486
O 0.10948 3.89051 0.96478 0.066
N -0.60826 2.54049 -0.69357 0.088
N 0.59528 1.84376 -0.75629 0.103
C 0.63979 0.54293 -0.36816 -0.284
N -0.42894 -0.17080 -0.23035 0.189
C -0.31923 -1.50415 0.04431 -0.208
C -1.49092 -2.26085 0.17088 -0.013
C -1.42020 -3.60452 0.44981 -0.077
C -0.18644 -4.23812 0.61215 -0.085
C 0.98024 -3.52137 0.49036 -0.019
C 0.92713 -2.15485 0.20575 -0.086
C 2.08082 -1.33575 0.05978 -0.197
N 3.37006 -1.57367 0.14616 0.204
C 3.94726 -0.36894 -0.09346 -0.288
N 3.07864 0.60556 -0.32497 0.173
N 1.89104 -0.00305 -0.23006 0.026
C 5.38343 -0.17558 -0.09530 -0.169
C 6.22729 -1.25783 0.14449 -0.030
C 7.59702 -1.07793 0.14208 -0.082
C 8.13370 0.17714 -0.09804 -0.090
C 7.29654 1.25613 -0.33646 -0.083
C 5.92588 1.08517 -0.33622 -0.030
H 5.25995 1.91391 -0.51964 0.107
H 7.71697 2.23362 -0.52295 0.102
H 9.20522 0.31504 -0.09925 0.100
H 8.25092 -1.91758 0.32794 0.102
H 5.78924 -2.22627 0.32931 0.106
H 1.94724 -3.98510 0.60720 0.115
H -0.15268 -5.29460 0.83136 0.101
H -2.32850 -4.18232 0.54351 0.101
H -2.43369 -1.75676 0.03533 0.091
H 1.40770 2.41088 -0.52980 0.142
H -1.41484 2.06968 -1.10856 0.113
H -2.17084 5.02114 0.76967 0.123
H -2.56552 4.17433 -0.74748 0.122
H -4.05161 3.65944 1.31101 0.124
H -4.60031 1.24352 1.84739 0.147
H -4.38619 -0.27961 -0.66175 0.113
H -4.58857 -1.02468 0.95028 0.116
H -6.83073 0.06037 1.14452 0.113
H -6.62281 0.76221 -0.46212 0.119
H -8.09512 -1.15443 -0.53220 0.131

=====

(5)
56
Properties=species:S:1:pos:R:3:lowdin_charge:R:1 method="wB97M-V/def2-TZVPD" lumo_ev=-1.7 relative_energy_kcal_mol=69.6 fmax_ev_per_a=2.38 total_energy_ha=-1286.389848 orbital_gap_ev=4.8
C 0.86995 -2.34067 3.42944 0.029
C 1.97774 -2.33379 2.37659 -0.522
C 3.37205 -2.44080 3.01400 0.007
O 1.78224 -3.35396 1.39279 0.055
C 0.69738 -3.18735 0.52800 -0.436
O 0.21623 -4.17383 -0.00608 0.057
C 0.21595 -1.82370 0.34402 -0.149
C -1.18203 -1.65863 -0.06006 -0.130
C -2.11807 -1.95880 1.13636 -0.205
C -2.61525 -0.91840 1.91815 -0.054
C -3.47252 -1.20837 2.98015 -0.093
C -3.82681 -2.53907 3.25844 -0.105
C -3.30571 -3.57762 2.47160 -0.087
C -2.44856 -3.28375 1.41142 -0.044
C 0.79323 -0.77522 1.13274 -0.503
O 0.19913 0.27310 1.40747 0.008
O 2.03269 -1.06094 1.66248 0.027
H -0.11011 -2.19609 2.94639 0.085
H 0.85933 -3.30160 3.96257 0.102
H 1.04823 -1.53184 4.15122 0.101
H 4.14269 -2.37164 2.23796 0.089
H 3.48192 -1.59052 3.69987 0.090
H 3.48754 -3.37615 3.57250 0.090
H -1.32866 -0.62395 -0.41371 0.095
H -1.38211 -2.37953 -0.87498 0.122
H -2.33179 0.10652 1.66062 0.106
H -3.87116 -0.38173 3.56807 0.095
H -4.54732 -2.76199 4.05338 0.094
H -3.56494 -4.62051 2.64519 0.097
H -2.04282 -4.06297 0.76114 0.109
C 1.59461 2.39719 -4.86207 -0.146
C 1.44171 0.88592 -5.06941 -0.142
C 0.93922 0.27441 -3.74964 -0.093
N 0.67187 1.42279 -2.87556 -0.025
C 0.32120 1.30391 -1.60378 0.093
C -0.08634 2.49130 -0.88239 -0.183
C -0.97863 3.41842 -1.49493 -0.053
C -1.03817 4.72193 -1.02222 -0.070
C -0.48539 5.02589 0.23582 -0.055
C 0.16343 4.02838 0.97366 -0.048
C 0.46643 2.81230 0.37517 -0.002
C 1.05575 2.71740 -3.47012 -0.111
H 2.64058 2.70817 -4.90838 0.114
H 1.03334 2.96383 -5.60381 0.113
H 0.72113 0.66203 -5.86205 0.114
H 2.40564 0.45748 -5.34291 0.113
H 0.02737 -0.32886 -3.89637 0.141
H 1.69533 -0.37639 -3.27808 0.144
H 0.41670 0.33576 -1.09915 0.129
H -1.54671 3.09826 -2.37793 0.125
H -1.52308 5.48234 -1.63671 0.110
H -0.56810 6.03845 0.63146 0.109
H 0.47235 4.19755 2.00685 0.118
H 1.12945 2.08559 0.84376 0.111
H 1.80453 3.23382 -2.84243 0.151
H 0.19732 3.39590 -3.55653 0.111

=====

(6)
62
Properties=species:S:1:pos:R:3:lowdin_charge:R:1 method="wB97M-V/def2-TZVPD" lumo_ev="-7.8 / -7.2" relative_energy_kcal_mol=0.0 fmax_ev_per_a=0.10 total_energy_ha=-3162.333305 s2=0.7623 multiplicity=2 orbital_gap_ev="6.7 / 7.3" charge=+2
V 0.02447 -0.30376 0.46278 1.162
Cl 5.93316 3.57668 -0.46048 0.766
C 4.47847 2.79466 0.00076 -0.642
C 4.16400 2.66210 1.35532 -0.032
C 2.99477 2.03979 1.75130 0.037
C 2.14615 1.53251 0.78454 -0.235
O 0.97350 0.94281 1.16589 -0.115
C 2.43911 1.65706 -0.58412 -0.114
C 1.49547 1.25901 -1.59199 0.024
N 0.45953 0.52496 -1.35482 0.019
C -0.59187 0.35706 -2.29792 -0.174
C -0.51722 0.43919 -3.66109 0.037
C -1.68948 0.29607 -4.43449 -0.018
C -2.90371 0.08316 -3.84448 0.019
C -3.00055 -0.03179 -2.43639 -0.124
C -4.20607 -0.24919 -1.73302 0.063
C -4.19349 -0.36746 -0.36557 0.009
C -2.97593 -0.30309 0.31541 -0.042
N -1.82840 -0.07434 -0.31310 0.014
C -1.82790 0.08407 -1.67729 -0.135
C 3.61685 2.31554 -0.96280 -0.020
H 4.84213 3.06173 2.09705 0.129
H 2.73348 1.94947 2.79636 0.140
H 1.63677 1.66439 -2.59196 0.155
H 0.42820 0.60922 -4.15997 0.129
H -1.61641 0.36630 -5.51063 0.128
H -3.79998 -0.00601 -4.44412 0.135
H -5.13647 -0.32255 -2.28272 0.142
H -5.10142 -0.53134 0.19585 0.130
H -2.92047 -0.45424 1.38523 0.134
H 3.85311 2.44187 -2.01135 0.131
C 2.38258 -4.80456 3.49429 -0.007
C 1.19506 -3.87208 3.45833 -0.544
C 1.36127 -2.67540 4.36807 -0.012
C -0.12068 -4.58994 3.66646 -0.013
O 1.22549 -3.31118 2.03302 -0.118
P 0.10812 -2.73001 1.17722 0.344
O -0.66358 -1.52886 1.78723 -0.287
O 0.79323 -1.91443 -0.00184 -0.267
O -0.90801 -3.75243 0.66681 -0.122
C -0.74383 -4.85494 -0.36859 -0.552
C -1.02907 -4.20143 -1.70547 -0.014
C 0.65910 -5.41781 -0.28484 -0.012
C -1.79766 -5.86703 0.01842 -0.006
H 2.47320 -5.22153 4.49736 0.109
H 3.30231 -4.27149 3.25879 0.101
H 2.25875 -5.62856 2.79269 0.090
H 1.41052 -3.02139 5.40064 0.109
H 0.51785 -1.98996 4.28117 0.087
H 2.28700 -2.14722 4.14201 0.099
H -0.12939 -5.01227 4.67121 0.113
H -0.24502 -5.40751 2.95697 0.083
H -0.97200 -3.91017 3.58926 0.095
H -0.28117 -3.44333 -1.94191 0.082
H -2.02201 -3.75011 -1.70575 0.093
H -1.00028 -4.96103 -2.48661 0.108
H 1.41841 -4.66938 -0.52039 0.095
H 0.74742 -6.21958 -1.01799 0.112
H 0.86240 -5.83885 0.69918 0.084
H -2.78850 -5.41489 0.01964 0.099
H -1.59738 -6.28292 1.00505 0.091
H -1.79061 -6.68291 -0.70416 0.108